This record from the OMol25 dataset describes C28H32AuClNO3S4SbSi as an isolated structure. The level of theory is the ωB97M-V functional and the def2-TZVPD basis.

Properties
E	-111162.2388	eV
LUMO energy (spin up / spin down)	3.9 / 3.7	eV
multiplicity	3
expectation value of S²	2.010
maximum force	0.71	eV Å⁻¹
net charge	-2

Atoms and positions in Å:
Au: 0.665 1.617 -0.080
Sb: -2.657 5.320 -3.212
Cl: -1.893 1.839 -7.283
S: -1.209 5.887 -4.927
S: -0.504 4.098 -1.902
S: -3.842 3.419 -3.723
S: -1.297 2.915 -0.555
Si: 0.204 0.002 2.614
O: 4.543 0.263 -1.463
O: 1.151 0.791 -2.374
O: 2.838 1.128 -0.294
N: -1.076 -0.546 0.171
C: 1.341 -2.599 2.882
C: -0.451 -0.010 4.395
C: -1.103 -2.955 -0.503
C: 1.580 -1.269 2.500
C: -2.112 0.802 5.985
C: -2.301 -0.322 -0.591
C: 3.809 -1.939 1.802
C: -0.310 -1.653 -0.390
C: -1.524 0.057 7.001
C: 2.317 -3.577 2.739
C: -2.396 -2.724 -1.286
C: 0.474 1.071 -3.551
C: -1.578 0.766 4.703
C: 3.556 -3.244 2.198
C: 2.464 0.234 -2.499
C: -1.270 -0.635 1.627
C: 0.130 -0.735 5.439
C: 0.842 2.138 -4.358
C: -3.188 -1.561 -0.687
C: 2.832 -0.958 1.959
C: 0.665 1.668 2.052
C: 3.362 0.578 -1.326
C: -1.356 0.498 -4.991
C: -0.610 0.265 -3.849
C: -0.983 1.542 -5.820
C: 0.085 2.360 -5.508
C: -0.399 -0.707 6.726
C: 1.996 3.051 -4.030
H: -0.864 -0.545 -3.171
H: -0.073 2.414 2.358
H: -4.065 -1.333 -1.299
H: -3.001 -3.634 -1.311
H: 0.371 -2.879 3.286
H: 1.667 2.005 2.331
H: 0.071 -1.284 7.515
H: -2.984 1.411 6.192
H: 2.109 -4.598 3.037
H: 0.589 -1.800 0.210
H: 1.015 -1.332 5.245
H: -2.143 -2.479 -2.326
H: 2.865 2.829 -4.656
H: 0.307 3.215 -6.135
H: 2.294 2.964 -2.986
H: -0.482 -3.709 -0.997
H: -2.019 0.007 -1.601
H: 3.043 0.044 1.602
H: -1.338 -3.342 0.494
H: 4.317 -4.007 2.077
H: -2.230 -0.095 -5.218
H: 2.940 0.575 -3.416
H: -2.840 0.514 -0.141
H: 0.021 -1.348 -1.393
H: -1.546 -1.644 1.986
H: -3.548 -1.835 0.311
H: -1.939 0.077 8.002
H: 1.695 4.084 -4.216
H: 4.757 -1.673 1.347
H: 2.380 -0.856 -2.539
H: -2.115 0.011 1.897
H: -2.049 1.364 3.926

Mulliken atomic charge list, values in e, 8 entries: Au 0.817; Sb 0.351; Cl -0.286; S -0.786; S -0.099; S -0.756; S -0.246; Si -0.487